[1]
Density functional theory data (wB97M-V/def2-TZVPD) for a cluster of 8 separate species, C50H113BBrClO7S in total.

```
174
Properties=species:S:1:pos:R:3:mulliken_charge:R:1
C -1.32 -4.89 3.70 -1.52
C -0.93 -4.25 2.38 0.44
Br -2.50 -3.42 1.54 -0.16
C -0.18 -5.14 1.35 -1.31
C -0.06 -6.64 1.66 0.08
C 1.10 -7.38 0.91 -0.33
C 2.44 -6.65 1.06 -1.43
O 3.53 -7.50 1.35 -0.23
O 3.55 -8.62 0.47 -0.37
C 0.76 -7.77 -0.52 0.54
Cl 0.52 -6.37 -1.61 -0.14
C -0.45 -8.70 -0.52 -0.89
B -0.62 -9.47 -1.91 1.10
O -0.21 -10.78 -1.97 -0.60
O -1.17 -8.84 -3.00 -0.66
O -1.62 -7.93 -0.16 -0.42
S -1.62 -7.51 1.37 1.33
O -1.57 -8.69 2.19 -0.76
O -2.74 -6.64 1.51 -0.60
H -0.43 -5.31 4.17 0.34
H -1.73 -4.13 4.36 0.49
H -2.06 -5.67 3.59 0.31
H -0.30 -3.40 2.60 0.15
H -0.68 -5.04 0.40 0.55
H 0.81 -4.71 1.20 0.41
H 0.14 -6.85 2.71 0.77
H 1.21 -8.33 1.44 0.47
H 2.39 -5.97 1.91 0.29
H 2.63 -6.03 0.18 0.34
H 3.82 -8.24 -0.38 0.30
H 1.59 -8.32 -0.94 0.49
H -0.26 -9.44 0.26 0.33
H 0.63 -10.92 -2.41 0.31
H -0.59 -8.19 -3.40 0.31
C -1.73 0.16 2.55 -0.92
C -1.83 0.40 1.05 -0.34
C -0.55 0.96 0.45 -0.71
C -0.11 2.32 1.00 -0.26
C -1.15 3.44 0.85 -0.60
C -1.49 3.75 -0.60 -1.13
H -1.56 1.09 3.09 0.38
H -2.65 -0.29 2.94 0.38
H -0.91 -0.52 2.77 -0.03
H -2.68 1.06 0.84 0.22
H -2.06 -0.55 0.55 0.34
H -0.66 1.03 -0.64 0.38
H 0.27 0.25 0.62 0.22
H 0.81 2.62 0.49 0.35
H 0.15 2.22 2.06 0.18
H -0.75 4.34 1.32 0.36
H -2.06 3.18 1.40 0.32
H -0.60 4.04 -1.16 0.13
H -2.20 4.58 -0.66 0.39
H -1.94 2.89 -1.11 0.36
C 3.81 -2.59 3.48 -1.01
C 2.97 -1.49 4.12 -0.91
C 2.37 -0.51 3.11 0.30
C 3.38 0.29 2.28 -0.74
C 4.36 1.12 3.10 -0.55
C 3.68 2.19 3.95 -1.13
H 4.68 -2.18 2.96 0.33
H 4.17 -3.29 4.23 0.40
H 3.21 -3.15 2.75 0.11
H 3.57 -0.95 4.86 0.40
H 2.15 -1.95 4.68 0.39
H 1.71 0.18 3.64 0.37
H 1.73 -1.07 2.42 -0.10
H 2.83 0.95 1.61 0.19
H 3.95 -0.39 1.64 0.39
H 5.06 1.61 2.42 0.41
H 4.97 0.48 3.74 0.25
H 3.10 2.87 3.32 0.24
H 4.42 2.79 4.49 0.40
H 3.01 1.76 4.69 0.28
C -8.54 -8.82 -1.79 -1.21
C -7.66 -9.98 -1.32 -0.39
C -6.94 -9.70 0.00 -0.78
C -5.97 -8.52 -0.03 -0.71
C -4.87 -8.61 -1.08 -0.25
C -3.94 -9.81 -0.88 -0.71
H -7.96 -7.92 -1.98 0.28
H -9.06 -9.08 -2.71 0.39
H -9.29 -8.58 -1.03 0.29
H -6.93 -10.22 -2.10 0.24
H -8.28 -10.87 -1.20 0.40
H -6.40 -10.60 0.30 0.29
H -7.69 -9.52 0.78 0.44
H -5.51 -8.42 0.96 0.23
H -6.53 -7.59 -0.19 0.39
H -4.27 -7.70 -1.04 0.11
H -5.30 -8.65 -2.09 0.45
H -3.48 -9.77 0.11 0.17
H -3.16 -9.81 -1.63 -0.16
H -4.48 -10.76 -0.97 0.53
C 0.45 10.65 -1.17 -1.29
C 0.12 9.36 -1.92 0.20
C -0.26 8.20 -1.00 -0.03
C 0.84 7.75 -0.04 -0.72
C 2.15 7.34 -0.71 -0.65
C 1.97 6.15 -1.65 -0.21
H 1.32 10.53 -0.53 0.33
H 0.67 11.46 -1.87 0.45
H -0.39 10.97 -0.55 0.05
H 0.96 9.08 -2.56 -0.11
H -0.72 9.55 -2.60 0.28
H -0.57 7.35 -1.62 0.21
H -1.14 8.48 -0.42 0.13
H 0.46 6.91 0.55 0.24
H 1.05 8.55 0.68 0.34
H 2.87 7.08 0.07 0.41
H 2.58 8.18 -1.26 0.26
H 1.57 5.29 -1.12 -0.04
H 2.93 5.86 -2.09 0.43
H 1.29 6.39 -2.47 -0.27
C -1.86 5.46 -7.84 -1.23
C -0.97 5.09 -6.65 -0.58
C -1.03 6.10 -5.51 -0.19
C -0.56 7.51 -5.87 -0.36
C 0.87 7.59 -6.40 -0.55
C 1.91 7.11 -5.40 -0.71
H -1.55 6.40 -8.29 0.28
H -1.82 4.69 -8.61 0.39
H -2.90 5.56 -7.52 0.29
H 0.06 4.96 -6.99 0.24
H -1.28 4.11 -6.27 0.41
H -0.44 5.72 -4.67 -0.03
H -2.06 6.16 -5.14 0.44
H -0.64 8.13 -4.97 0.00
H -1.24 7.95 -6.60 0.37
H 1.08 8.63 -6.66 0.37
H 0.96 7.02 -7.33 0.29
H 1.84 7.69 -4.48 -0.11
H 2.92 7.21 -5.80 0.44
H 1.77 6.05 -5.15 0.24
C 6.38 -5.97 3.80 -1.02
C 6.73 -6.42 2.38 -0.16
C 7.12 -7.89 2.29 -0.56
C 8.36 -8.29 3.08 -0.86
C 9.63 -7.51 2.72 -0.38
C 10.07 -7.71 1.28 -1.19
H 7.23 -6.06 4.47 0.36
H 6.08 -4.92 3.79 0.15
H 5.56 -6.56 4.20 0.29
H 7.54 -5.79 1.99 0.33
H 5.87 -6.25 1.74 0.12
H 7.26 -8.16 1.23 0.35
H 6.27 -8.50 2.63 0.28
H 8.54 -9.36 2.93 0.42
H 8.16 -8.17 4.15 0.33
H 10.43 -7.84 3.39 0.38
H 9.49 -6.45 2.92 0.25
H 10.25 -8.76 1.06 0.29
H 10.99 -7.16 1.08 0.38
H 9.32 -7.34 0.57 0.27
C -5.59 14.30 0.58 -1.20
C -6.03 13.04 -0.16 -0.35
C -5.94 11.77 0.68 -0.78
C -4.53 11.41 1.16 -0.94
C -3.50 11.24 0.04 -0.05
C -3.84 10.10 -0.92 -0.97
H -4.54 14.24 0.87 0.29
H -5.71 15.18 -0.05 0.38
H -6.18 14.44 1.48 0.30
H -5.44 12.92 -1.08 0.24
H -7.07 13.16 -0.49 0.37
H -6.35 10.93 0.11 0.31
H -6.58 11.88 1.56 0.40
H -4.58 10.49 1.74 0.41
H -4.17 12.18 1.85 0.35
H -2.53 11.04 0.49 0.15
H -3.39 12.17 -0.52 0.29
H -3.92 9.15 -0.39 0.27
H -3.06 9.99 -1.68 0.10
H -4.78 10.28 -1.45 0.42
```

Output
spin multiplicity = 1
structure (SMILES) = C[C@H](Br)C[C@@H]1[C@H](COO)[C@H](Cl)[C@H](B(O)O)OS1(=O)=O.CCCCCC.CCCCCC.CCCCCC.CCCCCC.CCCCCC.CCCCCC.CCCCCC
net charge = 0

=====

[2]
Density functional theory data (wB97M-V/def2-TZVPD) for a structure of composition C44H77BaN8O3P2STe.

```
137
Properties=species:S:1:pos:R:3:mulliken_charge:R:1
Ba 0.18 0.74 0.67 -3.89
O -3.13 2.04 3.46 -0.82
C -2.54 1.42 2.57 -1.17
O -1.69 1.85 1.74 0.46
C -2.84 -0.08 2.44 0.63
C -3.91 -0.65 3.12 -0.53
C -4.14 -2.01 2.99 -1.02
C -3.30 -2.76 2.19 -0.67
C -2.26 -2.11 1.54 -0.84
N -2.04 -0.81 1.65 2.64
H -4.52 -0.01 3.74 0.51
H -4.97 -2.48 3.50 0.44
H -3.44 -3.83 2.06 0.53
H -1.56 -2.64 0.90 -0.10
C 2.79 -0.98 1.59 0.44
N 1.62 -1.21 2.44 1.93
C 1.22 -2.61 2.40 -0.28
C 1.90 -0.75 3.80 -0.40
C 0.76 -0.85 4.79 -1.74
N -0.37 0.04 4.54 1.48
C 0.00 1.43 4.76 -1.12
C -1.47 -0.32 5.42 -1.32
H 3.67 -1.55 1.93 0.39
H 3.04 0.09 1.59 -0.40
H 2.53 -1.25 0.57 -0.81
H 1.99 -3.27 2.85 0.29
H 1.06 -2.88 1.36 -0.67
H 0.29 -2.75 2.94 0.12
H 2.24 0.28 3.74 -0.43
H 2.75 -1.34 4.21 0.35
H 1.18 -0.64 5.79 0.47
H 0.39 -1.88 4.84 0.50
H 0.35 1.60 5.80 0.25
H -0.88 2.06 4.59 0.47
H 0.78 1.75 4.07 0.13
H -1.17 -0.27 6.48 0.42
H -1.82 -1.33 5.20 0.21
H -2.29 0.38 5.27 0.35
S 2.71 0.90 -1.45 0.05
C 2.37 2.66 -1.74 0.13
N 2.90 3.42 -0.64 0.33
C 3.21 4.74 -0.73 0.09
C 3.38 5.33 -1.93 -1.20
C 3.35 4.48 -3.10 -0.17
C 2.91 3.21 -3.01 -0.81
H 2.83 2.98 0.27 0.16
H 3.36 5.25 0.21 0.45
H 3.66 6.38 -1.99 0.37
H 3.68 4.86 -4.06 0.39
H 2.89 2.56 -3.87 0.15
C -3.66 2.48 -3.39 -1.00
C -4.51 1.67 -2.42 -0.73
P -3.50 0.64 -1.28 1.08
C -4.84 -0.32 -0.41 0.03
C -6.17 -0.58 -1.10 -1.58
C -2.76 -0.60 -2.41 1.30
C -3.63 -1.57 -3.21 -1.69
H -4.26 3.20 -3.95 0.41
H -3.16 1.83 -4.12 0.22
H -2.86 3.02 -2.88 0.05
H -5.24 1.07 -2.98 0.39
H -5.10 2.34 -1.78 0.43
H -5.02 0.21 0.53 0.39
H -4.38 -1.27 -0.12 -0.09
H -6.70 0.36 -1.32 0.31
H -6.83 -1.18 -0.46 0.46
H -6.06 -1.11 -2.05 0.24
H -2.02 -1.16 -1.82 -0.82
H -2.15 0.01 -3.08 -0.15
H -4.17 -2.26 -2.55 0.38
H -3.01 -2.18 -3.88 0.28
H -4.36 -1.05 -3.83 0.38
O 0.46 -1.79 -0.74 1.38
P 1.02 -2.48 -1.94 -1.99
N 2.46 -3.31 -1.75 0.07
C 2.41 -4.48 -0.86 -0.22
C 3.72 -4.44 -0.08 -0.56
C 4.67 -3.71 -1.03 -0.95
C 3.78 -2.65 -1.67 0.02
N -0.07 -3.67 -2.36 0.87
C -1.06 -4.27 -1.48 0.02
C -1.02 -5.74 -1.87 -0.83
C -0.79 -5.69 -3.38 -0.79
C 0.11 -4.46 -3.58 -0.58
N 1.27 -1.60 -3.28 1.64
C 2.40 -1.64 -4.22 -0.85
C 1.80 -1.05 -5.49 -0.89
C 0.88 0.04 -4.93 -0.12
C 0.27 -0.62 -3.71 1.38
H 2.31 -5.41 -1.44 0.28
H 1.55 -4.44 -0.18 0.15
H 4.07 -5.44 0.20 0.49
H 3.59 -3.86 0.83 -0.09
H 5.03 -4.41 -1.80 0.35
H 5.53 -3.28 -0.54 0.42
H 4.14 -2.38 -2.66 0.33
H 3.75 -1.73 -1.08 -0.20
H -2.06 -3.84 -1.66 0.00
H -0.80 -4.08 -0.44 -0.13
H -1.93 -6.27 -1.59 0.45
H -0.18 -6.23 -1.37 0.24
H -1.74 -5.55 -3.90 0.36
H -0.33 -6.60 -3.77 0.37
H -0.19 -3.89 -4.47 0.13
H 1.16 -4.73 -3.71 0.39
H 2.78 -2.65 -4.34 0.39
H 3.20 -0.97 -3.87 0.42
H 1.22 -1.81 -6.03 0.30
H 2.57 -0.67 -6.16 0.43
H 0.13 0.39 -5.64 0.40
H 1.47 0.89 -4.60 -0.33
H -0.66 -1.14 -3.96 -0.60
H 0.08 0.12 -2.92 -0.70
Te 0.08 2.94 -1.92 -0.25
C -1.14 4.85 3.20 -0.88
N -0.54 5.27 1.90 0.02
C -1.59 5.36 0.84 -0.62
C 0.50 4.27 1.43 0.33
C 1.65 4.02 2.35 -0.21
C 2.26 5.09 3.01 -0.43
C 3.41 4.88 3.75 -1.00
C 3.95 3.60 3.78 -0.97
C 3.33 2.56 3.09 -0.27
C 2.13 2.69 2.37 1.13
H -1.86 5.61 3.52 0.42
H -0.34 4.74 3.93 0.34
H -1.65 3.90 3.05 0.28
H -0.11 6.18 2.00 0.42
H -2.03 4.36 0.74 0.12
H -1.13 5.61 -0.11 0.34
H -2.34 6.08 1.14 0.35
H 0.81 4.59 0.43 0.25
H -0.11 3.39 1.32 -0.08
H 1.86 6.10 2.93 0.19
H 3.89 5.70 4.28 0.38
H 4.87 3.41 4.32 0.36
H 3.83 1.59 3.14 0.29
```

Output
spin multiplicity = 1
net charge = -1

=====

Calculated values (eV) of electronic energy for the records, taken in order: -162093.11052; -102345.54559.
Calculated values (eV) of HOMO energy for the records, taken in order: -9.8929; -2.7182.
Calculated values (kJ/mol) of ΔE to the lowest compared entry with this formula, charge and spin for the records, taken in order: 23.0; 0.0.